Below is C10H15F6MgN5P as an isolated structure in a non-equilibrium geometry, with properties calculated with wB97M-V/def2-TZVPD.

Results
Molecular weight: 374.53 g/mol
Net charge: +1
Lowest unoccupied orbital energy: -9.0444 eV
Energy above the lowest of the compared OMol25 structures with the same formula, charge and spin: 10.825 eV

Geometry as XYZ:
```
38
Properties=species:S:1:pos:R:3:forces:R:3
Mg -3.2180 10.8259 2.6994 -1.02 -0.78 1.79
P -5.7319 7.7550 4.8840 -1.91 -4.82 0.99
F -6.3834 8.9364 5.7154 0.36 0.21 0.02
F -6.5858 8.1141 3.5726 -0.65 1.56 -0.11
F -4.5101 8.6572 4.3852 1.86 2.57 -1.42
F -5.1867 6.5475 3.9315 1.12 -0.20 0.99
F -4.6816 7.3461 6.1508 -1.78 0.14 -1.30
F -6.9547 6.6931 5.3741 1.71 1.56 0.08
C -3.5554 14.0654 7.7471 0.66 -0.10 -0.06
C -3.4377 13.3298 6.4753 -0.48 0.69 0.37
N -3.4150 12.8119 5.4540 0.28 -0.62 -0.74
H -2.5656 14.1470 8.1963 0.04 -0.37 0.10
H -4.2284 13.5476 8.4306 0.02 0.07 -0.13
H -3.8373 15.1100 7.6145 -0.43 -0.22 -0.38
C -8.8912 11.5236 0.7394 1.33 -0.11 -0.51
C -7.4834 11.5251 1.2791 1.92 -0.77 1.29
N -6.3861 11.4277 1.6971 -2.49 0.39 -1.24
H -8.9396 12.3317 0.0095 -0.28 0.28 0.34
H -9.6966 11.5345 1.4738 0.44 0.29 0.17
H -9.0099 10.6298 0.1269 0.14 -0.23 0.21
C -2.2642 3.8017 7.1524 1.05 0.02 0.44
C -1.1361 3.9292 6.2055 2.16 -0.04 -2.49
N -0.2466 4.0457 5.4360 -2.86 -0.26 2.59
H -2.2963 4.7622 7.6667 -0.71 0.07 -0.19
H -1.9974 3.1002 7.9428 0.18 -0.20 -0.14
H -3.2016 3.4450 6.7256 0.17 0.51 -0.25
C -12.0862 7.5604 3.7071 -1.37 0.73 0.07
C -13.0558 8.6814 3.5610 -1.33 1.56 -0.22
N -13.7990 9.5721 3.4037 1.76 -2.05 0.38
H -12.3808 6.9445 4.5567 0.19 0.20 0.15
H -11.1077 8.0167 3.8572 0.10 -0.55 -0.26
H -12.2431 6.9319 2.8304 0.71 0.09 -0.11
C 2.0305 8.4220 4.6847 -0.50 0.33 -0.97
C 0.7494 9.0361 4.2600 -4.96 2.25 -2.19
N -0.2666 9.5242 3.8211 4.82 -2.22 2.12
H 2.0073 8.0408 5.7056 0.01 0.20 -0.16
H 2.8190 9.1442 4.4729 -0.01 0.19 0.56
H 2.2442 7.6309 3.9660 -0.23 -0.36 0.21
```
Positions in Å, forces in eV/Å.


Below is one molecule with the formula C10H15N in a non-equilibrium geometry, with properties calculated with wB97M-V/def2-TZVPD.

Results
Molecular weight: 149.24 g/mol
Lowest unoccupied orbital energy: 0.7354 eV
Energy above the lowest of the compared OMol25 structures with the same formula, charge and spin: 3.673 eV

Geometry as XYZ:
```
26
Properties=species:S:1:pos:R:3:forces:R:3
C -1.3222 1.3122 0.2242 -0.30 -0.04 -1.83
C -1.7644 1.8528 -0.9288 0.99 -0.66 0.13
C -0.2620 0.3216 0.2923 -0.50 2.25 -3.68
C -0.2392 0.6867 -2.3713 1.16 -0.10 -0.39
C 0.1236 -0.2629 1.3791 1.28 -2.26 2.09
C 0.3027 0.0686 -1.1187 0.44 -2.03 0.64
C -0.5986 -0.0368 2.6495 -1.30 -0.18 1.79
C 1.1288 -1.3950 1.5185 3.84 3.52 0.40
C 1.8365 0.2586 -1.1497 -0.86 1.63 -1.82
C -0.1151 -1.4383 -1.3875 4.93 0.23 0.27
N -1.2156 1.5106 -2.2075 -1.33 1.58 -0.66
H -1.9041 1.5309 1.0563 -0.70 0.65 1.52
H -2.5182 2.5930 -0.9668 -0.80 0.50 0.09
H -0.0914 -0.3584 3.6049 0.02 0.25 -1.24
H -1.5344 -0.7328 2.6337 1.04 1.75 0.15
H -0.7567 1.0706 2.7676 -0.66 -1.24 0.11
H 1.9142 -1.0174 2.3595 -1.85 -1.04 -1.51
H 1.8370 -1.5332 0.6527 -1.32 -0.42 0.88
H 0.6334 -2.2357 1.8772 -0.55 -1.79 0.47
H 2.3454 0.0172 -0.2643 0.54 -0.71 1.01
H 2.0763 1.3389 -1.3041 -0.32 -0.59 0.02
H 2.2007 -0.2415 -2.0438 0.36 -0.20 0.14
H -1.1164 -1.4995 -1.3401 -3.66 -0.36 -0.38
H 0.2677 -2.0160 -0.5214 -0.20 0.07 -0.84
H 0.3624 -1.7991 -2.3325 -0.76 0.18 0.72
H -1.5902 2.0049 -3.0790 0.51 -0.98 1.93
```
Positions in Å, forces in eV/Å.


Below is C10H15N2O3 as an isolated structure in a non-equilibrium geometry, with properties calculated with wB97M-V/def2-TZVPD.

Results
Molecular weight: 211.24 g/mol
Net charge: -1
Lowest unoccupied orbital energy: 3.2357 eV
Energy above the lowest of the compared OMol25 structures with the same formula, charge and spin: 0.000 eV

Geometry as XYZ:
```
30
Properties=species:S:1:pos:R:3:forces:R:3
C 2.3760 -0.1719 -0.2224 0.53 -0.43 -0.58
C 1.4764 0.4959 0.4220 -1.18 1.62 1.94
C -0.4798 1.7008 -0.6202 0.11 0.66 -0.04
C -0.0585 -0.2167 -2.5754 -2.65 0.09 -0.66
C 1.7679 -1.1178 -1.2465 3.05 0.49 -0.91
C 0.0515 0.4029 0.0236 0.50 -3.30 -3.20
C -0.9181 0.6646 2.1898 -0.67 -3.54 -0.49
C -0.1595 -1.5988 1.5544 0.70 -1.79 -2.21
C -2.2998 -0.5281 0.4843 0.05 -1.61 -0.18
C -0.8710 -0.4009 0.9869 0.94 3.86 0.50
N 0.4100 -0.7872 -1.4413 0.28 1.57 5.51
N 0.4337 2.4737 -1.4356 -0.40 -0.35 0.19
O -0.9799 0.6355 -2.3825 -0.62 0.61 -0.07
O -1.4436 2.2674 -0.1517 -0.52 -0.17 -0.08
O 0.2285 -0.7108 -3.6473 1.47 -0.53 -2.03
H 3.3933 -0.0351 0.1389 0.21 -0.66 -0.64
H 1.7901 1.1071 1.2756 -0.29 0.06 -0.31
H 2.4215 -1.0699 -2.1786 -1.13 -0.28 0.71
H 1.9895 -2.0593 -0.7395 -0.50 -0.78 -0.51
H -1.4171 1.5128 1.8420 -1.03 1.24 0.05
H 0.0950 0.8669 2.3974 0.97 0.35 0.95
H -1.4049 0.0109 2.9398 0.10 1.19 0.36
H -0.8656 -2.3609 1.8283 -0.56 -0.39 0.28
H 0.4773 -2.0896 0.7516 -0.76 0.48 0.88
H 0.4911 -1.4627 2.4009 0.19 0.64 0.34
H -2.7965 0.4254 0.4176 -0.07 0.23 0.15
H -2.8339 -1.2422 1.1236 -0.13 0.40 0.39
H -2.3970 -1.0059 -0.4854 0.45 0.11 -0.44
H 1.3368 2.0865 -1.2542 0.87 -0.16 -0.24
H 0.1866 2.2074 -2.3960 0.08 0.38 0.33
```
Positions in Å, forces in eV/Å.


Below is C10H15N3O10V as an isolated structure in a non-equilibrium geometry, with properties calculated with wB97M-V/def2-TZVPD.

Results
Molecular weight: 388.18 g/mol
Net charge: -1
Lowest unoccupied orbital energy: 0.4215 eV

Geometry as XYZ:
```
39
Properties=species:S:1:pos:R:3:forces:R:3
O 0.8565 -4.5732 4.1200 0.99 0.15 -0.74
V 2.1841 -3.7705 3.7470 -0.85 3.31 -1.94
O 2.3855 -2.7570 4.9583 0.29 -0.98 -1.02
O 3.2177 -0.3750 0.2464 -0.56 -0.54 1.04
C 1.9519 -0.8173 0.3796 1.02 0.38 -1.58
C 1.4874 -1.6263 1.6203 -0.08 1.33 1.57
O 2.3444 -2.6991 1.9230 -0.68 -2.70 3.40
H 1.6869 -1.4382 -0.5103 -0.30 -0.60 -0.10
H 1.2704 0.0581 0.2280 -0.90 0.03 0.59
H 0.4157 -1.8902 1.6844 -0.02 -0.60 -1.22
H 1.4383 -0.9458 2.4935 0.86 0.32 -0.03
C 1.3354 -3.0315 -2.9493 -0.85 0.70 -1.77
N 2.4284 -3.9672 -2.6208 -1.07 -0.64 3.11
O 2.2265 -5.1620 -2.8127 0.12 0.12 -1.23
O 3.2356 -3.5731 -1.8109 0.76 0.53 -0.86
H 0.6894 -3.5061 -3.6847 0.05 -0.22 0.14
H 1.6651 -2.0955 -3.3959 0.63 -0.13 0.22
H 0.7542 -2.7491 -2.0755 0.43 -0.41 0.41
C 0.2757 2.4301 -2.3348 0.11 1.21 -0.23
N 1.5875 2.7568 -2.9844 0.83 -0.28 0.06
O 1.5929 3.2574 -4.0982 -0.53 -0.22 -0.05
O 2.5794 2.6144 -2.3095 -0.17 -0.20 0.04
H 0.3225 3.1839 -1.5491 -0.64 -0.23 0.26
H 0.1722 1.4410 -1.9027 0.58 -0.12 -0.17
H -0.4798 2.6790 -3.0724 -0.14 -0.16 0.13
C -1.3562 3.0900 1.7195 0.76 0.77 -0.02
C -0.9642 1.8234 1.3385 -1.05 -0.06 -0.35
C -1.9650 0.9322 0.9407 0.92 -0.37 0.13
C -3.2768 1.3378 0.9715 -0.49 0.77 -0.12
C -3.6548 2.6535 1.2670 0.05 -0.79 1.06
C -2.6889 3.5068 1.7584 0.09 -0.21 -0.73
N -4.3637 0.4003 0.6438 0.49 0.24 -0.86
O -5.5032 0.7492 0.8785 -0.13 -0.20 0.17
O -4.0447 -0.6272 0.0829 -0.21 -0.27 0.20
H -0.5454 3.7978 1.8567 -0.21 0.14 0.58
H 0.0745 1.5230 1.3016 0.01 0.01 -0.03
H -1.6354 -0.0397 0.5979 -0.42 -0.19 0.12
H -4.6994 2.9238 1.2591 -0.01 -0.03 -0.06
H -3.0003 4.4858 2.0947 0.31 0.14 -0.10
```
Positions in Å, forces in eV/Å.